Molecular formula: C3H11N3
Method: DFT, ωB97M-V with the def2-TZVPD basis set

## Properties
F_max ... 3.2 eV/A
Frontier orbital gap ... 9.8 eV
E_HOMO ... -8.93 eV
DFT total energy ... -7759.0351 eV
SMILES ... [H]/N=C(/C)N.CN
Relative energy (zero: lowest compared OMol25 entry of this formula, charge and spin) ... 1.049 eV

Geometry (Å):
H: -1.0130 -2.0838 -1.5606
N: -1.4917 -1.5027 -0.8710
C: -0.7330 -1.2844 0.1419
C: -1.2690 -0.5331 1.3292
N: 0.6167 -1.6536 0.1592
H: -1.7939 0.3611 0.9846
H: -1.9720 -1.1734 1.8709
H: -0.4685 -0.2246 2.0055
H: 0.9896 -2.0727 -0.6840
H: 1.1531 -1.4637 1.0017
C: 0.7503 1.2464 -1.0192
N: 1.3052 2.1417 -0.0085
H: -0.3102 1.4532 -1.1938
H: 1.2606 1.3991 -1.9746
H: 0.9886 0.1458 -0.6358
H: 0.6950 2.1432 0.8071
H: 1.2924 3.1016 -0.3526

Molecular formula: C3H11N3
Method: DFT, ωB97M-V with the def2-TZVPD basis set

## Properties
F_max ... 2.8 eV/A
Frontier orbital gap ... 7.7 eV
E_HOMO ... -6.86 eV
DFT total energy ... -7755.2118 eV
Relative energy (zero: lowest compared OMol25 entry of this formula, charge and spin) ... 4.872 eV

Geometry (Å):
C: -1.8925 -0.7037 0.3932
N: -0.6805 -0.4259 -0.3532
N: -0.9375 0.1114 -1.6314
H: 0.9269 -1.5076 -0.0361
H: -0.1782 -0.1574 -2.2524
H: -0.8725 1.1402 -1.5645
H: -2.7013 -1.0889 -0.2356
H: -2.2612 0.1931 0.9153
H: -1.6695 -1.4717 1.1419
N: 1.6785 -0.9883 0.4878
C: 0.5187 0.4561 0.5151
C: 1.0458 1.6153 0.0300
H: 2.4670 -0.6642 -0.0688
H: 1.9172 -1.1553 1.4625
H: 0.1298 0.4599 1.5297
H: 1.5196 1.6613 -0.9435
H: 0.9898 2.5257 0.6099